Record 1
Molecular formula: C3HN3O2
Method: DFT, the ωB97M-V functional and the def2-TZVPD basis

As for the orbital gap: 9.91 eV. The SMILES is N#Cc1onnc1O. For the HOMO energy, the calculation gives -10.2 eV. The value obtained for the LUMO energy is -0.27 eV.

Structure (XYZ):
```
9
Properties=species:S:1:pos:R:3:forces:R:3:lowdin_charge:R:1
N -3.1883 -0.0736 -0.0379 4.70 0.80 0.12 0.1691
C -1.9978 0.0167 -0.0266 -3.93 -1.33 -0.23 -0.1004
C -0.5967 -0.2685 -0.0830 1.18 0.34 1.21 -0.1712
O -0.1704 -1.5864 0.0289 -1.77 0.13 -0.66 0.0176
N 1.1433 -1.6332 -0.0353 1.26 -0.16 0.05 0.0150
N 1.6532 -0.4835 -0.0943 -1.90 0.93 0.75 0.1151
C 0.5693 0.4509 -0.0013 0.14 -3.36 -1.32 -0.3745
O 0.7941 1.7063 -0.0527 3.70 3.14 1.49 0.1053
H 1.7933 1.8712 0.3021 -3.40 -0.49 -1.40 0.2239
```
Positions in Å, forces in eV/Å.

Record 2
Molecular formula: C3HN3S
Method: DFT, the ωB97M-V functional and the def2-TZVPD basis

As for the orbital gap: 9.52 eV. For the HOMO energy, the calculation gives -10.6 eV. The value obtained for the LUMO energy is -1.12 eV.

Structure (XYZ):
```
8
Properties=species:S:1:pos:R:3:forces:R:3:lowdin_charge:R:1
C -1.3873 -0.8339 1.2125 1.94 -0.92 0.77 -0.3022
C 1.1609 0.6670 -0.5454 4.35 1.54 -0.84 -0.3711
C 0.3736 1.0032 -1.6944 -0.37 -0.83 0.89 -0.3541
N -1.8397 -1.5161 2.0092 -1.65 -0.28 1.13 0.2019
N 0.7633 0.0314 0.4949 2.28 -0.82 3.19 0.0143
N -0.4239 -0.4873 0.3709 -0.70 2.65 -4.45 -0.3310
S -0.8870 0.1987 -1.1831 -4.91 -1.10 -1.79 1.0292
H 2.2401 0.9370 -0.6645 -0.94 -0.23 1.10 0.1130
```
Positions in Å, forces in eV/Å.

Record 3
Molecular formula: C3HNO
Method: DFT, the ωB97M-V functional and the def2-TZVPD basis

As for the orbital gap (alpha / beta): 8.85 / 7.41 eV. The SMILES is C#CC1=NO1. For the HOMO energy (alpha / beta), the calculation gives -9.8 / -8.4 eV. The value obtained for the LUMO energy (alpha / beta) is -0.92 / -0.97 eV.

Structure (XYZ):
```
6
Properties=species:S:1:pos:R:3:forces:R:3:lowdin_charge:R:1
C 1.2591 -0.5693 0.6239 -1.07 3.28 -0.17 0.1930
C 0.5605 0.4289 0.3122 0.43 -2.35 0.65 -0.0242
C -0.6943 0.5138 -0.1585 -3.49 2.61 -1.62 -0.3659
N -1.8772 0.9010 -0.7381 2.70 2.56 1.69 0.2011
O -1.4928 -0.4320 -0.6612 -0.57 -4.68 -0.74 -0.0211
H 2.2448 -0.8425 0.6216 2.00 -1.42 0.20 0.0170
```
Positions in Å, forces in eV/Å.

Record 4
Molecular formula: C3HNO2
Method: DFT, the ωB97M-V functional and the def2-TZVPD basis

As for the spin multiplicity: 3. As for the orbital gap (alpha / beta): 8.30 / 11.03 eV. The expectation value of S² is 2.0146. For the HOMO energy (alpha / beta), the calculation gives -8.3 / -12.7 eV. The value obtained for the LUMO energy (alpha / beta) is -0.04 / -1.70 eV.

Structure (XYZ):
```
7
Properties=species:S:1:pos:R:3:forces:R:3:lowdin_charge:R:1
C 1.5253 0.2634 -0.4288 -0.68 0.80 -0.49 -0.0331
C -0.6641 -0.7144 0.3299 -2.29 -2.15 -1.47 -0.2286
C -1.3624 0.4056 0.1464 0.25 0.92 2.66 -0.1828
N 0.7508 0.9218 -0.9646 1.50 0.28 -0.57 0.1090
O -0.6118 -1.8537 -0.0007 1.01 0.01 0.51 0.1241
O -1.6037 1.4171 0.7049 -0.63 0.58 -0.91 0.1392
H 1.9658 -0.4399 0.2128 0.85 -0.45 0.27 0.0723
```
Positions in Å, forces in eV/Å.

Record 5
Molecular formula: C3HNO3
Method: DFT, the ωB97M-V functional and the def2-TZVPD basis

As for the orbital gap: 9.98 eV. For the HOMO energy, the calculation gives -10.6 eV. The value obtained for the LUMO energy is -0.61 eV.

Structure (XYZ):
```
8
Properties=species:S:1:pos:R:3:forces:R:3:lowdin_charge:R:1
C 4.1884 0.2986 -0.6549 2.23 0.24 -1.00 -0.1708
C 1.4471 -0.0356 0.5718 2.56 1.59 1.02 -0.0900
C -3.6599 -0.1708 -0.4230 -0.79 0.45 -0.91 -0.3943
N 3.1513 0.1904 -0.1700 -5.25 -0.82 1.93 -0.0644
O -2.5521 -0.5154 -0.4642 -0.32 0.00 0.44 0.1968
O 0.4867 -0.2055 -0.0354 0.96 -0.22 -0.03 0.1651
O -4.7674 0.2005 -0.4931 1.08 -0.46 0.48 0.1977
H 1.7058 0.2378 1.6688 -0.47 -0.79 -1.92 0.1599
```
Positions in Å, forces in eV/Å.

Record 6
Molecular formula: C3HNO3S3
Method: DFT, the ωB97M-V functional and the def2-TZVPD basis

As for the orbital gap: 8.03 eV. For the HOMO energy, the calculation gives -9.4 eV. The value obtained for the LUMO energy is -1.37 eV.

Structure (XYZ):
```
11
Properties=species:S:1:pos:R:3:forces:R:3:lowdin_charge:R:1
C 1.1585 -1.5087 0.3073 2.27 0.82 -1.09 -1.1469
C -0.5299 0.6395 0.0843 -1.09 -1.73 1.17 -0.2653
C -0.0818 -0.8000 0.0828 0.53 0.73 1.00 -0.7999
N 0.3776 1.6741 -0.3276 -1.23 0.08 0.71 -0.4215
O 0.2063 2.7775 0.1471 0.33 0.10 -0.18 0.1028
O 1.1992 1.3086 -1.1132 1.40 0.26 -1.21 0.0933
O -2.5951 -0.9798 -0.4401 -1.94 -0.51 0.05 -0.4878
S 2.6611 -1.6917 -0.3011 -1.55 -0.18 0.59 0.7145
S 0.1799 -1.6597 1.6980 -0.78 -0.50 -0.49 0.9888
S -1.3879 -0.5970 -1.1186 1.37 0.68 0.86 1.0594
H -1.1879 0.8372 0.9812 0.69 0.25 -1.42 0.1627
```
Positions in Å, forces in eV/Å.

Record 7
Molecular formula: C3HNOS3
Method: DFT, the ωB97M-V functional and the def2-TZVPD basis

As for the orbital gap: 5.04 eV. The charge is -2. For the HOMO energy, the calculation gives 0.5 eV. The value obtained for the LUMO energy is 5.58 eV.

Structure (XYZ):
```
9
Properties=species:S:1:pos:R:3:forces:R:3:lowdin_charge:R:1
C 0.9846 1.3592 0.4219 -0.43 -0.61 -0.26 -0.7541
C -2.1488 0.0995 -0.7328 1.40 -0.56 0.28 -1.1213
C 0.2084 -1.0231 0.2126 0.47 -0.33 0.79 -0.8299
N 1.0742 0.0246 0.0158 -2.05 0.74 0.86 -0.1770
O 0.6154 -2.1830 0.1103 -0.57 0.79 -0.14 -0.0898
S 2.4510 2.0693 0.0320 0.68 0.85 0.09 0.1971
S -3.7308 0.4823 -0.6817 -1.04 0.18 0.32 0.1511
S -1.4463 -0.6167 0.8360 -0.30 0.04 -1.04 0.6167
H 1.9922 -0.2119 -0.2142 1.83 -1.10 -0.90 0.0072
```
Positions in Å, forces in eV/Å.

Record 8
Molecular formula: C3HNOS3
Method: DFT, the ωB97M-V functional and the def2-TZVPD basis

As for the orbital gap (alpha / beta): 4.05 / 3.94 eV. The charge is -2. For the HOMO energy (alpha / beta), the calculation gives 1.8 / 1.9 eV. The value obtained for the LUMO energy (alpha / beta) is 5.87 / 5.87 eV.

Structure (XYZ):
```
9
Properties=species:S:1:pos:R:3:forces:R:3:lowdin_charge:R:1
C 0.0447 -0.7633 0.9267 -0.90 -1.09 -2.81 -0.8143
C -0.7648 -1.0711 -1.0840 0.50 0.71 1.76 -1.0931
C 0.3690 1.2730 -0.4104 1.25 0.03 -1.19 -0.9258
N 0.2286 0.5883 0.7180 -0.34 -0.81 0.40 -0.1204
O 0.8416 2.4110 -0.4723 -0.12 0.96 0.36 -0.1485
S -0.4667 -1.2254 2.4638 0.00 -0.07 0.22 0.1982
S -0.9208 -2.5645 -1.8209 0.18 0.00 -0.40 0.1033
S 0.1388 0.3607 -1.8760 -0.82 -1.35 0.29 0.7368
H 0.5296 0.9913 1.5549 0.26 1.62 1.38 0.0639
```
Positions in Å, forces in eV/Å.